Entry from OMol25: one molecule with the formula C20H19ClN4O5S (the ωB97M-V functional and the def2-TZVPD basis).

Geometry as ORCA input:
```
! wB97M-V def2-TZVPD RIJCOSX def2/J DEFGRID3
* xyz 0 1
C 2.1679 8.3196 -2.3529
H 1.9162 9.3740 -2.2801
H 2.8127 8.1348 -3.2140
H 2.6809 7.9842 -1.4497
O 0.9326 7.6269 -2.5033
C 1.0127 6.3116 -2.6853
O 2.0402 5.6888 -2.7374
C -0.3632 5.6910 -2.8505
N -0.2591 4.2588 -2.9301
C -0.9796 3.4627 -2.0953
O -1.8577 3.9041 -1.3771
C -0.6589 2.0287 -2.1658
C -1.2835 1.0316 -1.4557
C -0.7377 -0.2467 -1.7671
C 0.2932 -0.1819 -2.7060
N 0.9758 -1.2443 -3.1714
C 0.6134 -2.3912 -2.7163
N -0.3791 -2.5965 -1.8181
C -1.0991 -1.5352 -1.2412
O -1.9303 -1.7764 -0.3771
C -0.7189 -3.9441 -1.4020
H -0.4427 -4.6433 -2.1921
H -1.7972 -3.9838 -1.2233
C 0.0359 -4.3475 -0.1148
O 0.9564 -5.1320 -0.1508
N -0.4587 -3.7242 0.9745
C -0.0331 -3.8244 2.3024
C 0.9731 -4.6876 2.7215
C 1.3240 -4.7299 4.0580
C 0.7028 -3.9339 5.0113
C -0.3014 -3.0760 4.5666
C -0.6721 -3.0132 3.2376
H -1.4538 -2.3372 2.9249
Cl -1.1182 -2.0540 5.7002
C 1.0876 -3.9880 6.4549
H 1.8822 -4.7112 6.6150
H 1.4268 -3.0093 6.7926
H 0.2286 -4.2654 7.0648
H 2.1061 -5.4047 4.3722
H 1.4728 -5.3170 2.0048
H -1.2131 -3.0555 0.8109
H 1.1366 -3.2669 -3.0733
S 0.6073 1.4270 -3.2163
C -2.3905 1.2516 -0.4895
H -2.7579 0.3015 -0.1156
H -3.1966 1.8061 -0.9654
H -2.0407 1.8626 0.3409
H 0.5833 3.9074 -3.3637
H -0.8248 6.1056 -3.7552
H -1.0012 5.9423 -1.9969
*
```

total energy: -2227.24933 hartree
HOMO level: -8.52 eV
E_LUMO: -0.247 eV
relative energy (zero: lowest compared OMol25 entry of this formula, charge and spin): 0.0 kJ/mol